Record 1
ORCA calculation (wB97M-V/def2-TZVPD) on an isolated molecule of C7H8F3N3O in a non-equilibrium geometry.

Geometry as XYZ:
```
22
Properties=species:S:1:pos:R:3:nbo_charge:R:1
C 1.07 -1.07 1.10 0.158
C 0.30 -0.14 -1.21 0.064
C 0.11 1.80 0.32 0.674
C 2.10 -0.99 -0.06 -0.369
C -0.33 0.35 0.07 -0.131
C -2.52 -1.19 0.18 -0.024
C -2.13 0.31 -0.03 0.706
N 1.45 -0.72 -1.33 -0.356
N -0.01 -0.44 1.16 -0.407
N -0.52 2.67 -0.50 -0.821
O 0.96 2.15 1.11 -0.580
F -3.86 -1.21 0.37 -0.345
F -2.64 1.17 0.84 -0.307
F -2.56 0.75 -1.27 -0.357
H 1.19 -1.83 1.83 0.187
H -0.39 -0.23 -2.13 0.204
H 2.70 0.00 0.11 0.255
H 2.59 -1.87 -0.40 0.241
H -2.37 -1.67 -0.78 0.185
H -2.00 -1.61 1.06 0.213
H -0.74 2.41 -1.45 0.401
H -0.12 3.72 -0.51 0.408
```

Calculated values
SMILES string	NC(=O)[C@@]1(C(F)(F)CF)C=NCC=N1
charge	0
LUMO	0.6	eV
HOMO energy	-0.3535	Eh
molecular weight	207.2	g/mol
energy above the lowest of the compared OMol25 structures with the same formula, charge and spin	17.9	kcal per mole

Record 2
ORCA calculation (wB97M-V/def2-TZVPD) on a structure of composition C19H23CoN9O9P2 in a non-equilibrium geometry.

Geometry as XYZ:
```
63
Properties=species:S:1:pos:R:3:nbo_charge:R:1
Co -0.26 0.46 0.22 1.262
N 0.22 0.13 -4.05 -0.543
C 0.47 0.04 -2.73 0.354
N -0.43 0.09 -1.82 -0.540
C -1.78 0.29 -2.17 0.419
N -2.69 0.48 -1.29 -0.318
N -2.13 0.51 -0.02 -0.241
C -2.87 0.66 0.99 0.145
C -2.18 0.55 2.28 0.164
C -2.83 0.53 3.49 -0.224
C -2.10 0.27 4.64 -0.149
C -0.74 0.04 4.53 -0.227
C -0.15 0.08 3.27 0.072
N -0.85 0.36 2.18 -0.460
C -2.12 0.29 -3.60 -0.067
C -3.44 0.38 -4.05 -0.156
C -3.70 0.41 -5.40 -0.219
C -2.66 0.37 -6.32 -0.170
C -1.35 0.28 -5.89 -0.235
C -1.09 0.24 -4.53 0.158
H 0.99 0.17 -4.70 0.419
H 1.50 -0.08 -2.42 0.226
H -3.93 0.85 0.89 0.209
H -3.90 0.71 3.53 0.226
H -2.58 0.24 5.61 0.222
H -0.14 -0.19 5.40 0.229
H 0.91 -0.09 3.14 0.261
H -4.23 0.42 -3.32 0.245
H -4.73 0.48 -5.75 0.223
H -2.86 0.40 -7.38 0.222
H -0.53 0.24 -6.61 0.215
N 1.93 -3.09 -0.51 -0.720
C 1.92 -2.76 0.98 -0.628
C 2.74 -3.73 1.79 -0.645
P 2.58 -1.02 0.98 2.403
O 3.98 -1.37 0.18 -1.046
O 2.88 -0.53 2.34 -1.116
O 1.73 -0.30 -0.01 -1.201
P 0.09 -2.84 1.35 2.377
O -0.10 -4.36 0.71 -1.051
O -0.21 -2.86 2.79 -1.121
O -0.51 -1.88 0.38 -1.182
H 2.86 -2.94 -0.90 0.439
H 1.27 -2.42 -0.92 0.476
H 1.58 -4.04 -0.66 0.445
H 3.80 -3.68 1.53 0.216
H 2.38 -4.76 1.67 0.220
H 2.64 -3.46 2.84 0.269
H 4.72 -0.95 0.65 0.518
H -0.80 -4.81 1.18 0.513
N 1.45 2.74 2.56 -0.317
C 2.43 3.65 2.69 -0.048
C 3.07 3.71 1.47 -0.351
C 2.37 2.77 0.67 -0.035
N 1.39 2.19 1.34 -0.291
H 0.75 2.48 3.24 0.409
H 2.59 4.18 3.61 0.215
H 3.89 4.34 1.19 0.225
H 2.55 2.50 -0.35 0.211
O -1.42 3.22 0.91 -0.535
N -0.93 3.44 -0.21 0.728
O -1.02 4.52 -0.77 -0.466
O -0.42 2.46 -0.85 -0.632
```

Calculated values
<S²>	0.78
charge	0
LUMO (alpha / beta)	-0.6 / -0.6	eV
HOMO energy (alpha / beta)	-0.2889 / -0.2906	Eh
spin multiplicity	2
molecular weight	642.3	g/mol
energy above the lowest of the compared OMol25 structures with the same formula, charge and spin	43.2	kcal per mole

Record 3
ORCA calculation (wB97M-V/def2-TZVPD) on a structure of composition CH2N3O3S in a non-equilibrium geometry.

Geometry as XYZ:
```
10
Properties=species:S:1:pos:R:3:nbo_charge:R:1
C -2.04 -0.31 0.06 0.113
N -1.17 -1.27 -0.10 -0.338
N -0.49 -0.54 -1.00 -0.219
N -1.51 0.61 -0.78 -0.538
O 3.65 -1.00 -0.26 -0.590
O 0.51 2.24 -0.48 -0.929
O -0.26 0.86 1.48 -0.962
S 0.07 0.94 0.05 1.903
H -2.89 -0.08 0.53 0.168
H 4.13 -1.45 0.50 0.393
```

Calculated values
charge	-1
LUMO (alpha / beta)	3.6 / 1.2	eV
HOMO energy (alpha / beta)	-0.2070 / -0.0971	Eh
molecular weight	136.1	g/mol
energy above the lowest of the compared OMol25 structures with the same formula, charge and spin	155.1	kcal per mole

Record 4
ORCA calculation (wB97M-V/def2-TZVPD) on a structure of composition C19H24ClN4O5P2S2Tc.

Geometry as XYZ:
```
58
Properties=species:S:1:pos:R:3:nbo_charge:R:1
Tc -0.62 0.07 0.42 0.499
S -2.00 1.78 1.24 0.125
C -2.70 0.54 2.25 -0.228
S -2.00 -1.03 1.91 0.174
C -3.65 0.76 3.18 -0.314
C -4.16 2.08 3.39 0.251
N -4.56 3.15 3.53 -0.231
C -4.14 -0.32 3.99 0.249
N -4.51 -1.18 4.65 -0.227
C 0.13 1.01 3.83 -0.962
P 0.88 0.62 2.23 1.209
C 1.90 2.06 1.83 -0.959
C 2.01 -0.76 2.56 -0.381
C 2.79 -0.77 3.72 -0.126
C 3.63 -1.85 3.98 -0.188
C 3.69 -2.91 3.09 -0.166
C 2.92 -2.90 1.93 -0.177
C 2.08 -1.82 1.66 -0.341
P 1.13 -1.72 0.11 1.062
C 2.37 -1.23 -1.12 -0.938
C 0.69 -3.42 -0.32 -0.941
H 0.91 1.30 4.53 0.253
H -0.40 0.15 4.21 0.271
H -0.55 1.85 3.71 0.270
H 2.62 2.24 2.63 0.255
H 1.26 2.93 1.72 0.266
H 2.44 1.90 0.89 0.259
H 2.75 0.05 4.42 0.214
H 4.22 -1.86 4.88 0.238
H 4.33 -3.76 3.30 0.239
H 2.99 -3.73 1.25 0.225
H 3.23 -1.89 -1.07 0.253
H 2.69 -0.20 -0.95 0.250
H 1.91 -1.30 -2.11 0.270
H 1.59 -4.03 -0.38 0.245
H 0.20 -3.41 -1.29 0.288
H 0.00 -3.83 0.42 0.268
N 0.31 1.41 -0.95 -0.576
C 0.01 1.70 -2.04 0.706
N -0.37 2.00 -3.23 -0.433
C 0.14 1.28 -4.41 -0.227
C -1.04 0.69 -5.17 -0.104
O -2.00 1.69 -5.45 -0.504
C -2.56 2.20 -4.26 -0.091
C -1.50 2.93 -3.45 -0.227
H 0.83 0.51 -4.08 0.230
H 0.67 2.01 -5.03 0.219
H -1.49 -0.12 -4.59 0.209
H -0.70 0.29 -6.12 0.216
H -2.99 1.39 -3.66 0.194
H -3.35 2.89 -4.54 0.220
H -1.88 3.27 -2.49 0.228
H -1.12 3.79 -4.01 0.222
O -2.06 -2.53 -1.44 -0.790
Cl -1.81 -1.34 -2.18 2.554
O -2.72 -1.14 -3.25 -0.770
O -0.44 -1.30 -2.63 -0.871
O -1.98 -0.17 -1.25 -0.860
```

Calculated values
<S²>	3.79
charge	+1
LUMO (alpha / beta)	-3.5 / -5.5	eV
HOMO energy (alpha / beta)	-0.4292 / -0.4351	Eh
spin multiplicity	4
molecular weight	648.0	g/mol
energy above the lowest of the compared OMol25 structures with the same formula, charge and spin	12.1	kcal per mole

Record 5
ORCA calculation (wB97M-V/def2-TZVPD) on an isolated molecule of C3H4N2O2S in a non-equilibrium geometry.

Geometry as XYZ:
```
12
Properties=species:S:1:pos:R:3:nbo_charge:R:1
C 1.97 -0.44 0.20 0.522
C -1.34 -0.18 0.30 0.579
C -1.63 0.13 -1.10 -0.386
H 2.75 -0.20 -0.55 0.127
H 1.07 1.49 -0.13 0.404
H 0.05 -0.03 1.85 0.409
H -2.72 0.04 -1.20 0.228
N 0.96 0.51 0.14 -0.473
N -0.18 0.33 0.87 -0.457
O 1.94 -1.38 0.96 -0.573
O -2.19 -0.78 0.96 -0.540
S -0.67 0.50 -2.31 0.160
```

Calculated values
SMILES string	O=CNNC(=O)C=S
charge	0
LUMO	-1.4	eV
HOMO energy	-0.3336	Eh
molecular weight	132.1	g/mol
energy above the lowest of the compared OMol25 structures with the same formula, charge and spin	54.8	kcal per mole

Record 6
ORCA calculation (wB97M-V/def2-TZVPD) on an isolated molecule of C4H7NO2.

Geometry as XYZ:
```
14
Properties=species:S:1:pos:R:3:nbo_charge:R:1
C -0.99 0.61 -0.83 -0.607
C 0.40 0.28 -0.28 -0.435
C 1.06 1.51 0.33 0.457
O 1.46 2.41 -0.37 -0.519
C 0.46 -0.89 0.71 0.679
O 1.30 -0.93 1.59 -0.610
N -0.45 -1.89 0.54 -0.823
H -1.74 0.68 -0.04 0.216
H -0.94 1.56 -1.37 0.239
H -1.32 -0.15 -1.55 0.206
H 1.06 0.03 -1.12 0.254
H 1.17 1.55 1.43 0.140
H -1.06 -1.94 -0.26 0.396
H -0.32 -2.72 1.09 0.407
```

Calculated values
SMILES string	C[C@@H](C=O)C(N)=O
charge	0
LUMO	0.6	eV
HOMO energy	-0.3592	Eh
molecular weight	101.1	g/mol
energy above the lowest of the compared OMol25 structures with the same formula, charge and spin	12.1	kcal per mole